Computed, not measured: a 2-piece molecular cluster, C31H41NO4 overall at a distorted geometry, with wB97M-V/def2-TZVPD.

CARTESIAN COORDINATES (ANGSTROEM)
1 C -1.09 0.58 5.64
2 C -0.45 -0.55 4.83
3 C 0.10 -0.11 3.44
4 C 0.72 -1.26 2.62
5 C 2.22 -1.39 2.37
6 C 2.53 -2.70 1.67
7 O 3.62 -3.24 1.61
8 O 1.45 -3.29 1.08
9 C 1.70 -4.59 0.50
10 C 0.44 -5.07 -0.17
11 C 2.72 -0.31 1.45
12 O 3.52 -0.45 0.53
13 O 2.19 0.90 1.75
14 C 2.86 2.03 1.11
15 C 1.99 3.25 1.22
16 H -1.24 0.21 6.66
17 H -0.44 1.46 5.69
18 H -2.06 0.87 5.24
19 H 0.36 -1.03 5.42
20 H -1.20 -1.34 4.64
21 H -0.73 0.29 2.82
22 H 0.82 0.71 3.54
23 H 0.36 -2.23 3.04
24 H 0.24 -1.19 1.60
25 H 2.52 -4.53 -0.21
26 H 1.97 -5.30 1.30
27 H 0.62 -6.01 -0.68
28 H -0.37 -5.21 0.54
29 H 0.09 -4.36 -0.93
30 H 3.83 2.17 1.61
31 H 3.04 1.75 0.06
32 H 2.57 4.09 0.83
33 H 1.10 3.18 0.59
34 H 1.69 3.49 2.25
35 C 6.19 -1.92 6.67
36 C 5.66 -3.18 5.98
37 C 6.52 -4.34 6.50
38 C 4.22 -3.44 6.37
39 C 5.81 -2.98 4.46
40 N 6.80 -3.62 3.82
41 C 6.98 -3.13 2.54
42 C 6.07 -2.06 2.36
43 C 6.27 -1.24 1.28
44 C 7.22 -1.56 0.30
45 C 8.10 -2.64 0.49
46 C 7.99 -3.45 1.64
47 C 5.19 -2.08 3.54
48 C 3.94 -1.35 3.71
49 C 4.04 0.05 4.09
50 C 5.23 0.82 4.05
51 C 5.28 2.10 4.60
52 C 4.09 2.76 4.95
53 C 4.07 4.18 5.38
54 C 2.89 2.02 4.99
55 C 2.89 0.67 4.67
56 H 5.60 -1.03 6.40
57 H 6.13 -2.08 7.76
58 H 7.24 -1.75 6.40
59 H 6.28 -5.30 6.04
60 H 7.60 -4.13 6.42
61 H 6.30 -4.44 7.57
62 H 3.79 -4.26 5.76
63 H 4.20 -3.72 7.43
64 H 3.61 -2.53 6.25
65 H 7.41 -4.36 4.20
66 H 5.67 -0.34 1.17
67 H 7.28 -0.96 -0.61
68 H 8.88 -2.83 -0.23
69 H 8.65 -4.29 1.84
70 H 3.15 -1.94 4.22
71 H 6.12 0.38 3.55
72 H 6.24 2.60 4.74
73 H 3.26 4.40 6.08
74 H 5.01 4.46 5.86
75 H 3.94 4.84 4.50
76 H 1.96 2.49 5.35
77 H 2.02 0.07 4.89

## Properties
Kohn-Sham gap = 7.2 eV
E_LUMO = -0.10 eV
Molecular weight = 491.672 g mol⁻¹
Highest occupied orbital energy = -7.3 eV



Computed, not measured: one molecule with the formula C8H17N2O4P at a distorted geometry, with wB97M-V/def2-TZVPD.

CARTESIAN COORDINATES (ANGSTROEM)
1 C -2.41 1.56 0.72
2 C -2.41 0.99 -0.68
3 C -1.35 -0.03 -0.88
4 N -1.41 -0.71 -2.27
5 C 0.08 0.54 -0.72
6 O 0.32 1.70 -1.01
7 N 1.12 -0.25 -0.17
8 C 2.26 0.43 0.41
9 C 1.94 0.92 1.81
10 C 2.53 1.61 -0.51
11 O 2.78 2.73 -0.15
12 P 1.09 -2.16 -0.07
13 C 0.00 -2.49 1.39
14 O 2.38 -2.78 -0.05
15 O 0.31 -2.45 -1.33
16 H -2.62 0.83 1.50
17 H -1.42 1.99 0.96
18 H -3.19 2.23 0.75
19 H -2.30 1.94 -1.28
20 H -3.42 0.72 -1.00
21 H -1.44 -0.81 -0.18
22 H -0.96 -0.26 -3.05
23 H -2.44 -0.60 -2.41
24 H 3.06 -0.21 0.48
25 H 1.12 1.66 1.83
26 H 1.78 0.10 2.47
27 H 2.84 1.39 2.00
28 H 2.64 1.23 -1.61
29 H -1.00 -2.59 0.95
30 H 0.33 -3.47 1.73
31 H 0.04 -1.80 2.33
32 H -0.26 -1.95 -1.97

## Properties
SMILES string = CC[C@@H](N)C(=O)N([C@H](C)C=O)[P@](C)(=O)O
Kohn-Sham gap = 9.6 eV
E_LUMO = 0.49 eV
Molecular weight = 236.208 g mol⁻¹
Highest occupied orbital energy = -9.1 eV



Computed, not measured: C20H54F3NaO18 as an isolated structure at a distorted geometry, with wB97M-V/def2-TZVPD.

CARTESIAN COORDINATES (ANGSTROEM)
1 Na -4.83 2.14 -0.22
2 C -0.96 1.20 -0.60
3 O -0.23 -0.02 -0.94
4 O -2.24 0.86 -0.16
5 C -0.11 2.21 0.36
6 F -0.79 3.26 0.84
7 F 0.52 1.59 1.43
8 F 0.88 2.74 -0.29
9 C 0.54 -0.07 -2.20
10 C 2.01 0.30 -1.94
11 H 2.74 -0.41 -2.34
12 H 2.35 1.22 -2.41
13 H 2.17 0.75 -0.96
14 H 0.11 0.48 -3.03
15 H 0.65 -1.02 -2.73
16 H -1.08 1.75 -1.53
17 C -3.81 4.78 1.44
18 C -3.68 5.34 2.86
19 O -4.35 6.64 2.98
20 O -5.16 4.50 1.12
21 H -3.14 4.00 1.10
22 H -3.56 5.67 0.86
23 H -2.73 5.41 3.40
24 H -4.05 4.72 3.67
25 H -4.29 6.84 3.92
26 H -5.57 5.21 0.62
27 C -2.27 0.03 4.88
28 C -2.01 0.85 3.63
29 O -3.12 0.90 2.64
30 O -1.17 0.03 5.78
31 H -2.60 -1.01 4.86
32 H -3.10 0.39 5.48
33 H -1.13 0.55 3.07
34 H -1.71 1.85 3.92
35 H -2.77 0.58 1.81
36 H -1.28 -0.52 6.56
37 C 3.99 4.10 2.46
38 C 3.51 2.67 2.34
39 O 4.49 1.92 3.05
40 O 4.89 4.45 1.44
41 H 4.37 4.52 3.39
42 H 3.06 4.63 2.27
43 H 3.36 2.33 1.32
44 H 2.59 2.47 2.88
45 H 5.38 2.23 2.91
46 H 5.80 4.21 1.65
47 C -3.09 0.17 -3.31
48 C -4.14 0.34 -4.30
49 O -4.63 -0.85 -4.79
50 O -3.40 -0.75 -2.21
51 H -2.75 1.06 -2.79
52 H -2.13 -0.19 -3.68
53 H -3.96 1.00 -5.15
54 H -4.99 0.97 -4.05
55 H -3.81 -1.27 -5.07
56 H -2.97 -0.46 -1.40
57 C -1.05 -4.60 -4.17
58 C -1.10 -3.45 -5.19
59 O -2.48 -2.96 -5.21
60 O -2.05 -5.51 -4.10
61 H -0.72 -4.18 -3.23
62 H -0.15 -5.20 -4.30
63 H -0.80 -3.74 -6.19
64 H -0.35 -2.72 -4.89
65 H -2.86 -2.97 -4.33
66 H -2.05 -6.02 -4.91
67 C -0.33 -3.30 -0.17
68 C -0.70 -2.43 1.11
69 O -2.01 -1.97 1.22
70 O -1.29 -4.25 -0.59
71 H 0.46 -4.03 -0.03
72 H -0.12 -2.71 -1.06
73 H 0.15 -1.75 1.16
74 H -0.50 -3.00 2.01
75 H -1.96 -1.12 0.78
76 H -2.11 -3.76 -0.64
77 C 2.37 -0.45 3.35
78 C 1.47 -1.48 4.02
79 O 1.98 -2.84 3.88
80 O 3.53 -0.31 4.09
81 H 1.81 0.48 3.25
82 H 2.63 -0.70 2.32
83 H 0.43 -1.48 3.69
84 H 1.28 -1.15 5.04
85 H 1.39 -3.40 4.39
86 H 3.94 0.53 3.85
87 C 5.87 -2.36 -2.52
88 C 4.57 -2.76 -3.24
89 O 4.74 -4.03 -3.68
90 O 7.08 -2.04 -3.33
91 H 6.07 -3.17 -1.82
92 H 5.66 -1.55 -1.82
93 H 4.43 -2.01 -4.02
94 H 3.70 -2.79 -2.58
95 H 5.51 -4.11 -4.26
96 H 7.81 -1.95 -2.72

## Properties
Total charge = +1
Kohn-Sham gap (alpha / beta) = 7.1 / 3.4 eV
E_LUMO (alpha / beta) = -4.29 / -7.93 eV
2S+1 = 2
Molecular weight = 662.618 g mol⁻¹
Highest occupied orbital energy (alpha / beta) = -11.4 / -11.4 eV



Computed, not measured: an isolated ion of composition C9H11BrN and charge +1 at a distorted geometry, with wB97M-V/def2-TZVPD.

CARTESIAN COORDINATES (ANGSTROEM)
1 C -2.62 -0.39 1.49
2 C -2.96 0.80 0.76
3 C -1.34 -0.87 1.35
4 C -2.10 1.23 -0.16
5 C -0.41 -0.31 0.52
6 C -0.80 0.69 -0.28
7 C 1.08 -0.73 0.76
8 C 0.17 0.99 -1.28
9 C 2.11 -0.05 -0.14
10 N 2.82 -0.72 -1.22
11 Br 0.68 2.82 -1.74
12 H -3.41 -0.87 2.02
13 H -4.04 1.06 0.72
14 H -1.09 -1.69 2.04
15 H -2.35 1.98 -0.84
16 H 1.30 -0.58 1.91
17 H 1.20 -1.82 0.64
18 H 0.55 0.35 -2.10
19 H 2.49 0.87 0.19
20 H 3.76 -1.03 -1.13
21 H 2.69 -0.12 -2.02
22 H 2.27 -1.60 -1.50

## Properties
Total charge = +1
Kohn-Sham gap (alpha / beta) = 7.2 / 8.1 eV
E_LUMO (alpha / beta) = -4.47 / -4.28 eV
Molecular weight = 213.098 g mol⁻¹
Highest occupied orbital energy (alpha / beta) = -11.7 / -12.4 eV



Computed, not measured: a 5-piece molecular cluster, H8IO4 overall at a distorted geometry, with wB97M-V/def2-TZVPD.

CARTESIAN COORDINATES (ANGSTROEM)
1 I -0.30 -0.73 1.08
2 O 0.95 2.60 0.10
3 H 0.53 1.74 0.27
4 H 0.62 2.74 -0.77
5 O -2.06 1.96 2.77
6 H -1.31 1.33 2.72
7 H -2.11 2.36 1.91
8 O 2.27 -0.93 -1.41
9 H 3.11 -0.47 -1.43
10 H 1.78 -0.76 -0.60
11 O -1.30 -3.06 -1.78
12 H -1.31 -4.05 -1.87
13 H -0.87 -2.74 -0.99

## Properties
Total charge = -1
Kohn-Sham gap = 8.0 eV
E_LUMO = 3.48 eV
Molecular weight = 198.964 g mol⁻¹
Highest occupied orbital energy = -4.5 eV



Computed, not measured: one molecule with the formula C3H4S2 at a distorted geometry, with wB97M-V/def2-TZVPD.

CARTESIAN COORDINATES (ANGSTROEM)
1 C -0.97 -0.59 0.89
2 C 1.07 0.59 -0.57
3 C 0.08 -0.36 -0.09
4 S -0.88 -1.65 -0.61
5 S -0.13 1.77 -1.34
6 H -0.71 -1.10 1.81
7 H -1.82 0.08 0.98
8 H 1.61 1.08 0.24
9 H 1.75 0.17 -1.31

## Properties
Kohn-Sham gap (alpha / beta) = 6.9 / 6.9 eV
E_LUMO (alpha / beta) = -1.01 / -1.01 eV
Molecular weight = 104.199 g mol⁻¹
Highest occupied orbital energy (alpha / beta) = -8.0 / -8.0 eV



Computed, not measured: one molecule with the formula C5H7N3 at a distorted geometry, with wB97M-V/def2-TZVPD.

CARTESIAN COORDINATES (ANGSTROEM)
1 C 0.21 -0.79 1.64
2 N 1.22 -0.85 0.91
3 N 1.17 -0.79 -0.45
4 C 1.53 0.47 -1.17
5 C 0.03 0.01 -1.13
6 C -0.93 0.61 -0.15
7 N -2.20 0.21 0.22
8 C -1.08 -0.55 0.86
9 H 0.40 -0.71 2.70
10 H 2.26 0.19 -2.01
11 H 1.78 1.31 -0.55
12 H -0.33 -0.36 -2.06
13 H -0.34 1.56 0.27
14 H -2.57 1.00 0.94
15 H -1.14 -1.32 -0.03

## Properties
SMILES string = C1=NN2C[C@@H]2[C@H]2N[C@H]12
Kohn-Sham gap = 9.6 eV
E_LUMO = 0.82 eV
Molecular weight = 109.132 g mol⁻¹
Highest occupied orbital energy = -8.8 eV



Sequential E_tot output: -42490.71207, -29031.43821, -71022.24354, -81033.43291, -16423.72446, -24843.31659, -9761.62130 eV